8
Properties=species:S:1:pos:R:3:forces:R:3 method="wB97M-V/def2-TZVPD" lumo_energy_ha=-0.3394 charge=+1 homo_lumo_gap_ev=6.09
C 0.21057 -0.03854 -0.53069 -2.6087 0.2019 -1.6338
F -2.32614 -3.20295 -2.75210 1.7696 -0.3715 -1.9078
F -2.00264 -1.28861 -3.82213 0.8995 -0.0674 -0.9955
F 0.02428 -1.43438 -0.46851 0.0643 0.1213 0.3171
P -1.43320 -2.69907 -3.95130 -2.6199 0.4419 3.0703
H 0.97130 0.08759 -1.30815 0.1588 0.5238 0.6734
H -0.81050 0.36151 -0.96497 1.9744 -0.4412 0.9133
H 0.35974 0.41386 0.45850 0.3621 -0.4089 -0.4370

---

52
Properties=species:S:1:pos:R:3:forces:R:3 method="wB97M-V/def2-TZVPD" lumo_energy_ha=0.0841 charge=-1 homo_lumo_gap_ev=7.21
Pt -0.87439 0.13936 -1.01355 -0.1751 -0.1377 -0.0726
N -0.97624 1.57180 1.58913 -0.2674 -0.2768 0.0468
C -2.42867 1.16626 1.66025 -0.0462 -0.0694 -0.1079
C -3.07216 1.70026 2.92883 -0.0257 -0.0435 0.0009
P -2.42861 -0.69311 1.59639 0.1644 -0.0207 0.1649
O -1.24108 -0.89021 2.70185 -0.1997 0.1339 0.0759
O -3.69637 -1.29436 2.02518 -0.0241 0.0560 0.0335
O -1.84780 -1.09379 0.24505 -0.1883 -0.2377 -0.0832
P -3.27081 1.85524 0.15059 0.0661 0.0517 0.1034
O -2.61588 3.34664 0.31056 -0.1212 0.0076 -0.0236
O -4.73170 1.87307 0.29109 0.0001 0.0052 0.0454
O -2.65342 1.21181 -1.08455 -0.0027 0.0416 -0.1050
H -0.47625 1.27276 2.42432 -0.0118 0.0405 0.0205
H -0.85075 2.56134 1.36548 0.0019 0.0007 -0.0548
H -0.59554 1.02642 0.75907 0.4433 0.4447 0.1107
H -2.56013 1.31297 3.81297 0.0015 0.0091 0.0025
H -4.10741 1.36787 2.95629 0.0021 -0.0006 -0.0034
H -3.05867 2.79191 2.93884 0.0133 0.0017 0.0201
H -1.12126 -1.83923 2.87053 0.1574 -0.0685 -0.1390
H -2.71567 3.86465 -0.49606 0.1044 -0.0169 -0.0172
I 1.38337 -1.06541 -0.79286 0.1076 -0.0851 -0.0490
O 0.94398 1.90091 -4.63074 -0.0207 0.0270 -0.0500
C 1.02503 3.17409 -4.20693 -0.0125 -0.0382 -0.0254
C 1.41669 4.13734 -5.13919 0.0238 0.0165 0.0144
C 1.49890 5.46752 -4.77774 0.0031 -0.0018 -0.0091
C 1.20493 5.86826 -3.47754 -0.0082 -0.0078 0.0132
C 0.84179 4.91043 -2.54880 0.0397 0.0127 -0.0004
C 0.74700 3.56336 -2.88837 -0.0497 0.0058 0.0415
C 0.32631 2.59317 -1.82161 0.0901 -0.0142 -0.1266
O -0.05467 1.43755 -2.29195 0.0844 0.2473 -0.0324
O 0.34706 2.90978 -0.64016 -0.1139 0.0174 0.0284
H 0.55326 1.38083 -3.89472 0.0317 -0.0125 0.0452
H 1.64516 3.81025 -6.14511 -0.0221 -0.0028 -0.0055
H 1.78979 6.20255 -5.51891 0.0090 -0.0023 0.0020
H 1.25876 6.91195 -3.19707 0.0118 -0.0012 0.0011
H 0.61895 5.17961 -1.52442 0.0105 -0.0056 0.0043
C 2.25819 -2.77216 2.67436 0.0004 -0.0023 0.0123
N 2.23718 -4.11281 2.12186 -0.0513 0.0026 -0.0289
C 3.33606 -4.94052 2.01331 0.0070 -0.0326 -0.0290
C 2.92981 -6.06668 1.39554 0.0192 0.0270 0.0223
N 1.58214 -5.91834 1.13261 -0.0695 0.0252 -0.0293
C 0.73885 -6.86291 0.43344 -0.0017 -0.0134 0.0001
C 1.14319 -4.70869 1.57220 0.1690 0.1060 0.0732
Se -0.54397 -4.03521 1.40194 -0.1502 -0.1929 0.1092
H 2.88889 -2.76220 3.56284 -0.0090 -0.0028 -0.0011
H 1.23898 -2.49791 2.93236 0.0076 0.0015 0.0194
H 2.62118 -2.05803 1.93712 -0.0013 0.0000 -0.0176
H 4.30469 -4.65221 2.37935 -0.0019 0.0000 0.0040
H 3.47011 -6.95569 1.12566 0.0039 0.0057 -0.0092
H 1.25296 -7.82118 0.38929 -0.0011 0.0027 -0.0023
H 0.52338 -6.50732 -0.57406 -0.0029 0.0067 0.0037
H -0.20512 -6.96195 0.96600 0.0047 -0.0096 0.0036

---

131
Properties=species:S:1:pos:R:3:forces:R:3 method="wB97M-V/def2-TZVPD" lumo_energy_ha=-0.1001 charge=+1 homo_lumo_gap_ev=8.32
C 2.26733 -4.01101 1.83361 0.0328 -0.1588 0.0638
C 3.06660 -4.67634 0.70756 -0.4950 -0.5120 0.6600
O 3.34196 -3.93572 -0.48045 0.6334 0.2584 0.2101
C 4.04353 -2.70412 -0.49084 -0.3184 -0.1064 -0.8078
C 5.23275 -2.52725 0.44672 0.1977 0.1983 0.1431
Br 4.77089 -1.57518 2.10582 -0.0093 -0.1268 0.0660
C 6.07933 -3.78111 0.77946 -0.0128 0.0803 0.8095
C 6.04832 -4.34669 2.21220 0.1782 -0.5324 -0.5973
N 2.97321 -1.69248 -0.39788 -0.6459 -0.6714 0.6683
O 3.35449 -0.37799 -0.19358 -0.0025 0.3284 -0.3412
C 2.17746 -1.89727 -1.53773 0.9497 0.7271 0.4492
N 0.98395 -1.35897 -1.55256 -0.5369 -0.6978 -0.7106
C 0.13912 -1.35893 -2.77615 0.0517 0.8173 -0.5510
C -1.24086 -0.71352 -2.67811 -0.4249 -0.2927 -0.0220
C -2.34111 -1.63905 -2.20524 -0.2482 -0.2350 0.0512
C -2.95385 -2.48017 -3.14335 -0.5247 -0.3035 0.7574
C -3.99716 -3.32667 -2.74917 0.2456 0.1590 0.1791
C -4.42730 -3.36552 -1.42338 0.4806 0.4654 0.1484
C -3.82590 -2.52669 -0.48448 0.4851 0.2160 -0.6916
C -2.79670 -1.66273 -0.88520 -0.3659 -0.3330 -0.0658
C 0.51326 -0.67258 -0.38371 0.0429 0.4048 0.6356
C 0.56124 0.71000 -0.32554 -0.1342 -0.2063 -0.1371
C 0.08561 1.33451 0.81440 -0.1973 0.5702 0.2768
N -0.39013 0.71948 1.90501 0.5187 -0.4651 -1.0151
C -0.37993 -0.61107 1.81531 -0.2976 -0.1031 0.7375
C 0.03425 -1.34894 0.71819 0.1631 -0.0807 -0.2880
N 2.87498 -2.56594 -2.46754 -0.7766 0.0088 -0.3138
C 2.40910 -3.25562 -3.65704 0.2650 -1.0347 -0.6330
C 2.15584 -4.75772 -3.44754 0.0866 0.3310 0.3050
C 0.87000 -5.11462 -2.68622 0.3642 -0.1049 0.0012
C -0.27977 -5.71730 -3.47878 0.3905 -0.0603 0.1816
F -1.45321 -5.35881 -2.92717 -0.2209 0.2153 0.0883
F -0.20880 -7.06874 -3.40805 0.0142 -0.1929 -0.0987
C -0.34210 -5.37803 -4.98595 -0.9915 -0.5054 0.1857
F -1.56604 -5.63122 -5.43852 -0.0957 0.0450 -0.1101
F 0.50608 -6.11638 -5.68161 0.4651 0.0439 -0.1882
F -0.09111 -4.08328 -5.19764 0.2347 0.4610 -0.0495
C 4.30795 -2.59303 -2.07242 -0.0884 -0.5698 0.2422
C 5.18677 -3.72356 -2.64567 0.1088 -0.2331 0.1231
C 6.66776 -3.49016 -2.99579 0.3290 0.4418 -0.3100
C 7.64497 -3.56267 -1.84133 -0.2646 0.4209 -0.6968
O 8.07935 -4.60771 -1.51393 0.4262 -1.5875 0.7540
O 7.99664 -2.44621 -1.16958 0.3537 0.4370 0.1551
S 4.83766 -0.96718 -2.74790 0.0233 1.0535 1.1290
O 6.10265 -0.58050 -2.24139 0.3365 -0.3146 -0.3136
O 3.77705 -0.02589 -2.75449 -0.1906 -0.2249 -0.3241
F 4.97333 -1.44041 -4.22830 0.2014 -0.1089 -0.3987
H 2.19331 -2.93386 1.77533 0.0673 0.1551 -0.1553
H 1.26674 -4.43139 1.88401 -0.1890 0.0849 -0.1202
H 2.73088 -4.24676 2.78683 0.1105 0.0667 0.1383
H 3.94772 -5.15470 1.11506 0.4135 0.2781 -0.1708
H 2.46936 -5.51439 0.35852 -0.0392 -0.0007 -0.3766
H 5.88614 -1.81452 -0.04296 0.0529 0.1414 -0.0303
H 7.11137 -3.48835 0.64104 0.0957 -0.0620 -0.2996
H 5.86678 -4.61856 0.12344 -0.1162 0.1586 -0.4191
H 5.05222 -4.50023 2.60353 -0.1151 0.2669 0.3120
H 6.49516 -5.33825 2.13929 0.0882 -0.0865 0.0722
H 6.68136 -3.78671 2.88724 -0.2160 0.2775 0.2089
H 3.04289 -0.15529 0.69555 0.0820 -0.1352 0.1318
H -0.00422 -2.35741 -3.16982 -0.0310 -0.3138 0.3590
H 0.69576 -0.81662 -3.54105 0.2096 0.0929 0.0317
H -1.49325 -0.47064 -3.70834 0.0973 0.1351 -0.1567
H -1.25885 0.23235 -2.14687 0.1835 0.0394 0.1722
H -2.65140 -2.48366 -4.18139 0.1026 0.1083 -0.0975
H -4.48037 -3.96455 -3.47498 0.0316 -0.0214 -0.1052
H -5.21770 -4.02475 -1.10269 -0.1305 -0.1105 -0.1283
H -4.13599 -2.51561 0.54880 -0.1299 -0.0511 0.0740
H -2.37302 -0.99623 -0.14819 0.0275 0.1088 -0.0211
H 0.94969 1.29228 -1.14622 0.0673 0.0699 -0.0820
H 0.09018 2.41583 0.84054 -0.0014 0.1202 0.0861
H -0.73473 -1.14811 2.68440 -0.1349 0.0282 0.1107
H -0.02547 -2.42495 0.73169 -0.0130 -0.1326 0.0149
H 3.19552 -3.18986 -4.40390 0.1513 0.2615 0.0108
H 1.55634 -2.80423 -4.13662 -0.0733 0.3580 0.2654
H 2.97944 -5.16509 -2.87181 0.1551 -0.0254 0.0268
H 2.23320 -5.21157 -4.43078 -0.2168 -0.2120 -0.0445
H 0.50379 -4.27886 -2.09513 -0.1672 0.2438 -0.1314
H 1.12637 -5.87114 -1.95047 -0.1271 -0.1729 0.0976
H 4.74022 -4.16181 -3.52999 -0.1552 0.2818 -0.1927
H 5.17562 -4.53737 -1.92686 -0.1584 -0.0580 0.1919
H 6.87380 -2.61754 -3.60835 -0.2373 0.1961 0.0527
H 6.95732 -4.33502 -3.61069 -0.0740 -0.1961 -0.0702
H 8.38620 -1.78092 -1.74944 -0.3986 0.2783 -0.0795
C -6.68092 -0.77765 7.41430 0.0196 -0.0177 -0.0345
C -6.18001 -1.55987 6.37924 0.0002 0.0283 0.0230
C -5.26587 -1.02798 5.48624 -0.0634 -0.1079 0.0384
C -4.85469 0.29260 5.61690 -0.0023 0.0978 0.0301
C -5.37368 1.08333 6.64495 0.0639 -0.0109 -0.0913
C -6.27946 0.54052 7.54675 -0.0846 -0.0849 0.0551
C -4.98270 2.51555 6.78405 -0.0584 0.1018 0.1346
O -5.42832 3.19926 7.68003 0.0033 -0.0118 -0.0151
C -4.03378 3.08177 5.78473 -0.0031 -0.0883 -0.0498
C -3.69352 4.42613 5.85974 0.0594 0.1254 -0.0280
C -2.80278 4.96581 4.94675 0.0142 -0.0523 -0.0274
C -2.24148 4.16318 3.95895 -0.0182 0.0672 0.0501
C -2.58255 2.82457 3.87720 0.0718 0.0929 -0.1106
C -3.48343 2.27980 4.78222 -0.0773 -0.0372 0.0699
C -3.85727 0.84299 4.65688 0.0752 -0.0843 -0.1143
O -3.36504 0.13895 3.79550 -0.0043 -0.0020 0.0114
H -7.38936 -1.19758 8.11573 -0.0060 -0.0033 0.0025
H -6.50380 -2.58659 6.27178 -0.0001 -0.0079 0.0077
H -4.86921 -1.63232 4.68257 0.0627 0.0616 -0.0287
H -6.66836 1.15561 8.34614 0.0385 0.0823 -0.0319
H -4.12992 5.04371 6.63236 -0.0436 -0.0766 0.0500
H -2.54184 6.01457 5.00514 0.0117 0.0046 0.0113
H -1.54226 4.58611 3.24923 -0.0291 0.0195 -0.0276
H -2.15223 2.19871 3.11005 -0.0008 -0.1345 0.0068
C -0.98619 5.72084 -3.58359 -0.0101 0.0322 -0.0001
C -1.15842 6.85340 -4.37258 0.0078 -0.0306 0.0333
C -1.63829 8.02380 -3.81120 0.0449 -0.0418 -0.1210
C -1.95768 8.06474 -2.46020 -0.0131 -0.0579 0.0932
C -1.80341 6.92298 -1.67231 -0.0379 0.0884 0.0086
C -1.30808 5.75497 -2.23796 0.0469 -0.0821 -0.1122
C -2.17886 6.93198 -0.22975 -0.0050 -0.0907 0.1325
O -2.03703 5.94204 0.45985 0.0650 -0.0726 -0.0193
C -2.73916 8.18654 0.34163 -0.0002 0.0414 -0.0968
C -3.14819 8.20202 1.66930 -0.0387 0.0438 0.1185
C -3.66028 9.36352 2.22108 0.0091 0.0327 -0.0311
C -3.75906 10.51798 1.45159 0.0093 -0.0443 0.0140
C -3.35773 10.50753 0.12665 -0.0591 0.0847 0.0891
C -2.85471 9.34165 -0.43541 0.0328 -0.1102 0.0001
C -2.45778 9.34123 -1.87125 -0.0220 0.1539 -0.0786
O -2.54162 10.34430 -2.54539 -0.0003 -0.0182 0.0018
H -0.60360 4.80924 -4.02404 0.0009 -0.0011 -0.0115
H -0.91619 6.82175 -5.42645 0.0090 0.0018 -0.0051
H -1.77020 8.90972 -4.41649 -0.0200 0.0600 0.0756
H -1.18206 4.87721 -1.61937 -0.0520 0.0385 0.0825
H -3.06725 7.30204 2.26329 0.0365 -0.0528 -0.0680
H -3.98337 9.37268 3.25354 -0.0022 0.0045 0.0070
H -4.15401 11.42604 1.88692 -0.0045 0.0048 0.0043
H -3.43615 11.40010 -0.47809 0.0258 -0.0410 -0.0816